# 1
Density functional theory data (wB97M-V/def2-TZVPD) for a gas-phase ion, C4H8F2N (charge +1) at a distorted geometry.

Computed properties:
Kohn-Sham gap in eV: 11.8
Structure (SMILES): C[C@]1(F)[C@@H]([NH3+])[C@@H]1F
Relative energy (zero: lowest compared OMol25 entry of this formula, charge and spin) in kcal per mole: 41.9
Charge: +1
2S+1: 1
Highest occupied orbital energy in eV: -15.688

The geometry in XYZ format:
```
15
Properties=species:S:1:pos:R:3:forces:R:3
C 0.56062 -1.81191 -0.68951 0.185 1.068 -1.722
C 0.21272 -0.59239 0.16816 -1.427 -2.584 1.936
F -0.77032 -0.91722 1.25316 1.391 0.216 -1.521
C -0.15399 0.76480 -0.26972 4.624 -0.418 -1.844
N -1.28279 1.35000 0.25125 -0.725 2.579 -2.330
C 1.03362 0.53506 0.70879 -0.647 -0.273 -1.148
F 2.27885 0.74911 0.21187 -0.765 -0.052 0.729
H -0.21090 -2.03664 -1.46045 -0.149 0.114 1.057
H 0.84669 -2.75154 -0.18380 -0.067 0.915 0.129
H 1.35452 -1.47876 -1.41056 -0.038 -0.339 1.035
H -0.00363 1.03340 -1.32726 0.442 -0.159 0.653
H -1.93407 1.17108 -0.47102 -2.084 0.188 -0.447
H -1.18814 2.33822 0.41086 -0.023 0.792 0.083
H -1.50603 0.90058 1.04511 -1.685 -2.169 3.993
H 0.76286 0.74622 1.76311 0.970 0.121 -0.607
```
Positions in Å, forces in eV/Å.

# 2
Density functional theory data (wB97M-V/def2-TZVPD) for a molecular structure, C4H8F3HgO5S at a distorted geometry.

Computed properties:
Kohn-Sham gap (alpha / beta) in eV: 6.9 / 6.8
Relative energy (zero: lowest compared OMol25 entry of this formula, charge and spin) in kcal per mole: 50.1
Charge: 0
2S+1: 2
Highest occupied orbital energy (alpha / beta) in eV: -7.755 / -8.261

The geometry in XYZ format:
```
22
Properties=species:S:1:pos:R:3:forces:R:3
O 0.10700 -1.66292 0.45490 -3.542 -2.025 -5.242
O 0.47345 -0.77185 2.43077 0.558 0.911 0.219
C 0.13050 0.50202 2.69271 -0.604 -0.788 0.996
O 0.88835 1.40470 1.83788 -0.336 0.857 0.418
C 0.51169 2.75620 1.90974 -0.193 0.596 -0.002
Hg 1.76790 -0.19389 0.59011 1.953 -0.467 -0.642
H 0.39579 0.78784 3.73557 -0.200 0.034 -0.225
H -0.94609 0.71344 2.50527 0.206 0.093 0.002
H 1.10385 3.31350 1.17287 -0.121 -0.154 0.258
H -0.55819 2.88348 1.66949 0.274 -0.056 0.084
H 0.70034 3.16148 2.91898 -0.041 -0.099 -0.321
S -0.84626 -1.98160 -1.06407 -0.362 0.602 3.533
O -2.04883 -2.79809 -0.92964 2.018 0.963 -0.254
O -0.31083 -2.21000 -2.56906 0.018 -0.118 1.133
C -1.46034 -0.19155 -1.26897 0.376 -0.516 0.450
F -2.30938 0.09220 -0.30345 -0.064 -0.106 -0.023
F -0.40754 0.62163 -1.17286 -0.024 0.232 -0.256
F -2.03321 -0.02839 -2.44401 -0.109 -0.016 -0.210
C 0.97988 -1.68110 -2.94909 0.383 0.046 -0.251
H 1.21974 -2.16921 -3.89796 -0.103 0.032 0.261
H 1.73266 -1.94805 -2.19692 -0.175 0.255 -0.171
H 0.90951 -0.59984 -3.12228 0.089 -0.276 0.246
```
Positions in Å, forces in eV/Å.